Molecular formula: C20H21BCaN6
Method: DFT, wB97M-V/def2-TZVPD

* highest occupied orbital energy: -0.2674 Eh
* net charge: 0
* maximum force: 0.0764 Eh/bohr
* relative energy (zero: lowest compared OMol25 entry of this formula, charge and spin): 0.000 eV

Element x y z (Å)
H: -3.176 -1.242 -0.739
N: -1.300 -0.783 -1.677
B: 0.623 -0.559 -3.380
N: -0.856 -0.973 -2.993
C: -1.799 -1.579 -3.720
Ca: -0.185 0.274 0.220
H: -1.644 -1.832 -4.752
C: -2.937 -1.764 -2.904
H: -3.867 -2.178 -3.189
C: -2.562 -1.266 -1.626
H: 0.825 -0.784 -4.507
C: 1.552 0.262 1.925
H: 1.239 0.804 2.896
H: 1.804 1.252 1.332
H: 2.573 -0.242 1.704
N: 1.574 -1.382 -2.489
N: 0.778 0.995 -3.096
N: 1.456 -1.289 -1.062
N: 0.499 1.434 -1.789
C: 2.579 -2.238 -2.774
C: 1.213 2.008 -3.831
H: 2.838 -2.450 -3.787
H: 1.506 1.899 -4.850
C: 3.118 -2.735 -1.583
C: 1.182 3.188 -3.067
C: 2.362 -2.079 -0.521
C: 0.744 2.770 -1.786
H: 3.923 -3.420 -1.427
H: 1.448 4.183 -3.339
H: 2.493 -2.164 0.560
H: 0.590 3.370 -0.907
H: 1.158 -0.798 2.300
C: -4.268 4.637 1.472
C: -3.554 4.203 0.355
C: -2.779 3.056 0.455
C: -2.685 2.323 1.690
C: -1.897 1.188 1.895
C: -1.800 0.542 3.112
C: -2.570 1.023 4.225
C: -3.371 2.124 4.077
C: -3.459 2.804 2.859
C: -4.212 3.980 2.682
H: -4.830 5.537 1.301
H: -3.535 4.686 -0.616
H: -2.173 2.635 -0.354
H: -1.204 -0.348 3.240
H: -2.508 0.528 5.167
H: -3.920 2.558 4.932
H: -4.805 4.398 3.489